[1]
The following is a DFT calculation (wB97M-V/def2-TZVPD) of a structure of composition C34H43BCl3GeHfN9O5S2 at a distorted geometry.

The geometry in XYZ format:
```
99
Properties=species:S:1:pos:R:3:forces:R:3
Hf -0.5873 -0.5183 0.5510 -0.094 -1.550 -1.268
N 3.7245 -0.1248 1.6240 -0.009 -0.064 -0.066
C 2.5740 -0.6778 1.2015 0.190 0.065 0.103
S 1.8960 -0.1044 -0.2969 -0.052 -0.132 0.117
N 2.0660 -1.6288 1.9366 -0.213 0.104 -0.237
N 0.8836 -2.1310 1.4049 0.193 0.063 0.446
C 0.6342 -3.3565 1.7073 -0.149 -0.128 -0.020
C 1.5552 -4.2169 2.4897 0.003 -0.029 -0.034
C 2.0389 -5.3844 1.9074 0.042 -0.013 -0.020
C 2.8844 -6.2231 2.6191 -0.015 0.019 0.008
C 3.2238 -5.9103 3.9266 -0.001 0.009 0.014
C 2.7275 -4.7542 4.5164 0.018 -0.012 -0.004
C 1.9066 -3.9012 3.7986 -0.057 0.025 0.001
C -0.6501 -3.9368 1.2388 0.192 0.062 0.038
C -1.1230 -5.1423 1.7359 -0.030 -0.032 -0.075
C -2.3285 -5.6297 1.2535 -0.007 -0.002 0.004
C -3.0037 -4.9093 0.2847 0.038 -0.017 -0.008
C -2.4664 -3.6999 -0.1298 -0.004 -0.011 -0.045
N -1.3271 -3.2110 0.3425 0.017 0.292 0.302
H 4.1957 0.5488 1.0499 -0.021 0.035 0.015
H 4.2039 -0.5409 2.4048 0.001 0.012 0.000
H 1.7600 -5.6370 0.8906 0.000 0.007 0.000
H 3.2691 -7.1216 2.1555 0.002 0.001 -0.001
H 3.8739 -6.5675 4.4889 -0.002 0.001 -0.002
H 2.9889 -4.5120 5.5379 0.002 -0.004 0.000
H 1.5353 -2.9897 4.2469 0.004 0.004 -0.003
H -0.5649 -5.6769 2.4896 0.003 -0.002 0.000
H -2.7320 -6.5584 1.6344 0.002 -0.003 -0.011
H -3.9385 -5.2570 -0.1316 0.000 0.003 0.010
H -2.9881 -3.0905 -0.8559 -0.006 0.018 0.025
C -1.1137 3.8257 3.8442 -0.024 0.038 0.016
C -0.0715 2.7188 3.8209 -0.021 -0.068 -0.070
C 0.2057 2.2484 5.2392 0.011 0.025 0.055
O -0.6654 1.5945 3.1171 0.071 0.111 -0.031
B 0.0668 1.2752 1.9888 -0.102 0.241 0.651
O 1.1582 2.0998 1.8676 -0.022 0.026 0.105
C 1.2171 3.0444 2.9676 -0.025 0.004 -0.003
C 1.2293 4.4340 2.3499 0.002 0.047 0.014
C 2.5275 2.7903 3.6951 0.034 -0.003 0.019
H -2.0016 3.4654 4.3651 0.008 -0.009 0.002
H -1.4094 4.1235 2.8392 -0.002 -0.011 -0.006
H -0.7487 4.7054 4.3755 0.008 -0.006 -0.011
H -0.7346 1.9488 5.7030 -0.002 0.004 -0.011
H 0.6393 3.0459 5.8443 0.006 -0.005 -0.013
H 0.8768 1.3918 5.2543 -0.012 -0.005 -0.003
H 0.3707 4.5843 1.6961 0.003 0.012 0.008
H 2.1343 4.5525 1.7534 -0.005 -0.016 -0.005
H 1.2250 5.2118 3.1144 0.008 -0.009 -0.002
H 2.6098 1.7495 4.0045 -0.001 0.004 0.009
H 2.6256 3.4292 4.5735 0.002 0.003 -0.010
H 3.3572 3.0084 3.0223 -0.012 -0.005 -0.010
O 1.7339 7.5153 -5.6555 -0.344 -0.157 0.081
S 1.4375 7.7267 -4.2466 1.094 0.435 -0.151
O 2.4636 7.1070 -3.4273 -0.288 -0.090 0.050
O 1.3263 9.1441 -3.9631 -0.254 -0.114 0.077
C -0.1283 6.9547 -3.8699 -0.390 -0.134 -0.034
N -1.1887 7.6012 -4.3280 0.139 -0.119 0.075
C -2.3535 7.0174 -4.0674 -0.039 0.045 -0.044
C -2.4451 5.8205 -3.3739 0.015 0.035 0.008
C -1.2590 5.2379 -2.9549 -0.012 -0.210 0.046
N -0.0834 5.8176 -3.2077 0.047 0.193 -0.103
C -1.1977 3.9497 -2.2056 0.057 0.203 -0.052
C -0.0157 3.5703 -1.5877 -0.006 -0.061 0.067
C 0.0324 2.3844 -0.8799 -0.202 0.148 -0.179
N -1.0151 1.5441 -0.7714 0.292 0.219 0.209
C -2.1556 1.9273 -1.3619 0.035 0.005 0.009
C -2.2863 3.1006 -2.0786 -0.097 -0.058 -0.035
H -3.2410 7.5242 -4.4272 0.011 0.010 0.004
H -3.4102 5.3826 -3.1691 0.000 -0.004 0.008
H 0.8602 4.2002 -1.6455 0.003 -0.007 -0.003
H 0.9332 2.1058 -0.3628 0.037 0.017 -0.031
H -3.0047 1.2744 -1.2396 0.001 0.030 -0.033
H -3.2415 3.3187 -2.5347 -0.004 0.007 0.016
Cl -1.6464 -1.3725 2.8957 0.061 0.354 -0.075
Ge -3.3265 0.3110 2.6537 -0.164 -0.008 0.273
Cl -4.9406 -0.9100 3.5227 0.132 0.010 -0.180
Cl -3.1816 -0.6094 0.2010 0.056 0.139 0.152
C -0.6945 -3.2839 -5.7025 0.018 0.020 -0.031
C -1.3059 -3.6032 -4.3476 0.025 -0.026 0.064
N -0.5929 -2.9847 -3.2257 -0.061 -0.003 0.020
C 0.6552 -3.6262 -2.8011 -0.044 -0.015 -0.010
C 1.9179 -2.9065 -3.2623 0.000 0.000 -0.005
C -1.0372 -1.8813 -2.5999 0.036 0.045 -0.107
C -2.3106 -1.2470 -3.0790 -0.003 -0.006 0.019
N -0.3838 -1.3259 -1.6179 -0.145 0.033 -0.006
H -1.3031 -3.7103 -6.5000 -0.002 -0.009 0.014
H 0.3093 -3.6981 -5.7946 0.002 0.007 0.011
H -0.6319 -2.2058 -5.8589 -0.008 -0.003 0.001
H -1.2972 -4.6804 -4.1717 -0.011 -0.010 -0.025
H -2.3484 -3.3003 -4.3162 -0.002 0.010 -0.008
H 0.6305 -4.6397 -3.2001 0.039 -0.001 -0.004
H 0.6402 -3.7254 -1.7109 0.002 0.003 0.004
H 1.9795 -2.8840 -4.3494 0.000 0.007 0.003
H 2.7974 -3.4255 -2.8802 -0.010 -0.008 -0.009
H 1.9593 -1.8799 -2.8972 0.024 -0.007 -0.024
H -3.1853 -1.8440 -2.8176 0.007 -0.015 -0.009
H -2.3004 -1.1234 -4.1612 0.018 0.021 0.003
H -2.4065 -0.2728 -2.6174 -0.017 0.000 0.006
H 0.5121 -1.7795 -1.4627 -0.018 -0.026 -0.056
```
Positions in Å, forces in eV/Å.

Calculated values
expectation value of S²	0.77
gap between HOMO and LUMO (alpha / beta)	7.508 / 4.995	eV
energy above the lowest of the compared OMol25 structures with the same formula, charge and spin	0.00	kcal per mole
2S+1	2
calculated total energy	-6517.22231	Eh
net charge	+1
max |F|	0.0390	hartree/bohr
HOMO level (alpha / beta)	-10.77 / -10.77	eV

***

[2]
The following is a DFT calculation (wB97M-V/def2-TZVPD) of a cluster of 2 separate species, C2H3PS3 in total at a distorted geometry.

The geometry in XYZ format:
```
9
Properties=species:S:1:pos:R:3:forces:R:3
C 0.0086 0.5830 -0.4576 0.675 0.437 -0.348
C -0.2827 -0.7918 -0.4160 -0.075 -1.852 -0.878
P 2.4434 1.0699 0.9879 0.729 -0.754 -0.991
S -0.8967 1.8127 -0.2624 -0.797 -0.285 0.808
S -1.8994 -1.1762 0.6881 0.543 0.434 -0.342
S -2.7095 0.6768 0.8155 0.028 0.513 -0.371
H -0.5208 -1.0977 -1.5420 0.679 0.260 2.427
H 0.4892 -1.4079 0.1349 -0.824 0.529 -1.173
H 3.3679 0.3312 0.0516 -0.957 0.717 0.869
```
Positions in Å, forces in eV/Å.

Calculated values
gap between HOMO and LUMO (alpha / beta)	6.182 / 5.838	eV
energy above the lowest of the compared OMol25 structures with the same formula, charge and spin	89.03	kcal per mole
calculated total energy	-1613.72320	Eh
net charge	0
max |F|	0.0493	hartree/bohr
HOMO level (alpha / beta)	-7.86 / -7.85	eV

***

[3]
The following is a DFT calculation (wB97M-V/def2-TZVPD) of a structure of composition C42H36HfNO2P2S at a distorted geometry.

The geometry in XYZ format:
```
85
Properties=species:S:1:pos:R:3:forces:R:3
Hf 11.4047 12.2221 9.7177 -0.227 -0.281 -1.547
O 7.8786 14.3041 11.6766 1.298 -0.331 -1.345
S 8.7347 14.2803 10.4366 -2.463 1.061 1.237
C 9.0872 15.9930 10.0396 0.103 0.247 -0.031
C 8.2214 17.0458 10.3618 0.137 0.069 -0.213
C 8.5593 18.3498 9.9403 -0.013 -0.745 0.272
C 9.7395 18.5598 9.2181 -0.112 0.218 -0.042
C 10.6113 17.5107 8.9435 -0.116 -0.766 0.259
C 10.2973 16.2030 9.3877 -0.583 0.845 0.020
P 11.5117 14.8780 9.4193 1.271 0.798 -0.286
C 12.2781 15.0099 11.0468 0.039 0.435 0.520
C 13.0023 13.9006 11.5321 -0.834 0.360 -0.487
C 13.6493 13.9448 12.7477 0.309 -0.354 0.405
C 13.6115 15.1160 13.5122 0.108 -0.405 -0.092
C 12.9123 16.2236 13.0398 -0.132 0.269 0.109
C 12.2302 16.1878 11.8181 0.415 -0.532 0.161
C 12.7356 15.5123 8.2725 0.885 0.144 -0.068
C 13.8755 16.2393 8.6819 -0.310 -0.011 -0.459
C 14.6738 16.8451 7.6987 0.155 -0.009 0.286
C 14.3760 16.7179 6.3365 -0.408 -0.391 0.243
C 13.2601 15.9574 5.9450 -0.067 0.067 0.375
C 12.4438 15.3610 6.9175 0.219 0.172 -0.529
C 7.6433 13.8845 9.0236 0.207 0.323 0.045
C 6.6983 14.7744 8.5123 -0.014 -0.208 -0.144
C 5.8977 14.3717 7.4243 0.176 0.162 0.753
C 6.0459 13.1017 6.8783 0.071 -0.205 -0.254
C 6.9941 12.2169 7.3948 -0.008 0.103 0.375
C 7.7774 12.6057 8.4944 0.011 -0.170 -0.781
P 8.9623 11.4431 9.2205 -1.256 -0.587 0.299
C 8.5772 9.8491 8.4685 0.247 -0.836 -0.265
C 9.1613 9.5535 7.2207 -0.208 -0.231 0.050
C 8.8239 8.3762 6.5379 0.001 0.140 0.283
C 7.9195 7.4672 7.1158 0.251 0.407 -0.082
C 7.3749 7.7403 8.3739 -0.027 0.203 0.303
C 7.6997 8.9182 9.0663 0.248 0.150 -0.370
C 8.5183 11.3584 10.9806 0.086 0.133 0.147
C 9.5204 11.5497 11.9616 -0.657 -0.260 -1.192
C 9.2194 11.4589 13.2912 0.387 0.039 0.896
C 7.9080 11.1959 13.7090 -0.202 -0.056 -0.121
C 6.9009 11.0626 12.7483 -0.167 0.283 0.082
C 7.1890 11.1754 11.3840 0.358 -0.194 0.235
H 7.3014 16.8339 10.9169 0.384 0.161 -0.144
H 7.9010 19.1850 10.1942 0.245 -0.310 -0.151
H 9.9994 19.5675 8.8733 -0.145 -0.441 0.176
H 11.5412 17.6888 8.4162 -0.102 0.070 0.049
H 13.1271 12.9713 10.9255 0.443 0.378 0.241
H 14.1851 13.0490 13.0601 -0.009 0.379 0.225
H 14.1389 15.1463 14.4701 -0.231 0.053 -0.380
H 12.8937 17.1394 13.6412 0.006 -0.371 -0.284
H 11.7223 17.0892 11.4705 0.009 -0.402 0.018
H 14.1076 16.3642 9.7471 -0.037 -0.042 -0.538
H 15.5485 17.4305 8.0107 -0.422 -0.288 -0.164
H 15.0148 17.1956 5.5906 -0.255 -0.160 0.242
H 12.9963 15.8403 4.8953 0.171 0.057 0.210
H 11.5673 14.7751 6.6145 0.286 0.255 -0.005
H 6.5945 15.7683 8.9542 -0.071 -0.379 -0.290
H 5.1311 15.0504 7.0563 0.230 -0.126 -0.033
H 5.4296 12.7777 6.0306 0.238 0.228 0.422
H 7.0944 11.2138 6.9816 -0.058 0.317 0.049
H 9.8742 10.2550 6.7828 -0.169 -0.176 -0.020
H 9.2775 8.1803 5.5604 -0.242 0.013 0.422
H 7.6449 6.5516 6.5823 0.118 0.377 0.240
H 6.6770 7.0349 8.8341 0.278 0.242 -0.189
H 7.2849 9.1277 10.0564 0.066 -0.290 -0.466
H 10.5829 11.7765 11.7075 -0.517 -0.292 0.589
H 10.0551 11.5917 13.9783 -0.490 -0.036 0.203
H 7.6519 11.1082 14.7764 0.276 0.091 -0.637
H 5.8589 10.9212 13.0571 0.495 -0.017 -0.072
H 6.3880 11.0932 10.6412 0.308 0.097 0.310
C 12.9862 7.5229 9.8162 -0.030 1.137 0.083
C 13.9695 8.5389 9.9384 -0.086 -0.203 -0.074
C 13.6038 9.8483 10.2146 -1.649 -0.381 0.239
N 12.2715 10.2084 10.3878 0.648 -0.863 -0.029
C 11.3284 9.2039 10.3279 1.187 0.591 -0.001
C 11.6468 7.8954 10.0186 0.169 -0.486 0.102
H 13.2646 6.4956 9.5746 -0.080 0.333 0.110
H 15.0383 8.3343 9.8059 -0.523 -0.092 0.101
H 14.3497 10.6255 10.3646 -0.168 -0.094 -0.199
H 10.3002 9.4443 10.5717 0.115 0.178 -0.081
H 10.8136 7.1808 9.9853 0.570 0.202 -0.037
C 13.6465 12.2746 7.7632 0.448 -0.600 -1.035
O 12.2733 11.9530 8.0553 -0.453 0.741 1.383
H 13.9879 11.4918 7.0733 0.148 0.290 0.229
H 14.2793 12.2632 8.6581 -0.132 0.021 -0.019
H 13.7259 13.2491 7.2731 -0.143 -0.217 0.158
```
Positions in Å, forces in eV/Å.

Calculated values
gap between HOMO and LUMO	6.865	eV
energy above the lowest of the compared OMol25 structures with the same formula, charge and spin	0.00	kcal per mole
calculated total energy	-2955.30748	Eh
net charge	+3
max |F|	0.0574	hartree/bohr
HOMO level	-16.44	eV

***

Look up the max |F| of the first one. 0.0390 hartree/bohr

***

What is the energy above the lowest of the compared OMol25 structures with the same formula, charge and spin in the third record? 0.00 kcal per mole

***

Number 2 is which compound? C2H3PS3